Record 1
This record from OMol25 describes 16 unconnected molecules or ions with the total composition C17H66N10O16. The level of theory is ωB97M-V with the def2-TZVPD basis set.

Results
* strongest force on any atom: 0.160 Eh/bohr
* spin multiplicity: 1
* Kohn-Sham gap: 8.5 eV
* calculated total energy: -66355.047 eV
* E_HOMO: -0.3228 Ha

Geometry as XYZ:
```
109
Properties=species:S:1:pos:R:3:lowdin_charge:R:1
C -17.892 21.636 -6.047 -0.04
C -17.469 22.467 -4.815 -0.26
O -18.380 22.225 -3.816 -0.11
H -17.117 21.571 -6.789 0.05
H -18.728 22.097 -6.419 0.02
H -18.151 20.608 -5.739 0.09
H -17.368 23.527 -5.035 0.10
H -16.511 22.038 -4.472 0.11
H -18.170 21.332 -3.438 0.09
C -18.747 22.899 -11.104 -0.61
O -18.708 24.218 -11.508 -0.10
N -18.654 22.469 -9.865 0.11
N -18.715 21.918 -11.973 0.13
H -18.693 23.207 -9.145 0.08
H -19.129 21.600 -9.536 0.07
H -18.789 22.237 -12.984 0.15
H -19.120 20.982 -11.780 0.12
C -15.262 22.467 -8.804 -0.60
O -15.506 23.565 -8.005 -0.12
N -16.045 22.118 -9.810 0.16
N -14.236 21.672 -8.646 0.14
H -17.095 22.377 -9.931 0.07
H -15.785 21.372 -10.416 0.09
H -13.399 21.900 -7.958 0.18
H -14.203 20.707 -9.031 0.12
C -21.328 22.743 -5.494 -0.58
O -20.679 23.834 -6.031 -0.08
N -20.889 21.962 -4.562 0.22
N -22.509 22.346 -5.933 0.12
H -19.853 22.013 -4.411 0.07
H -21.260 21.074 -4.349 0.10
H -22.832 22.816 -6.796 0.16
H -23.213 21.767 -5.443 0.16
C -20.702 19.951 -7.663 -0.63
O -20.189 20.993 -8.347 -0.09
N -21.545 20.003 -6.711 0.16
N -20.362 18.726 -7.992 0.17
H -21.837 21.004 -6.390 0.06
H -21.684 19.259 -6.032 0.12
H -19.510 18.637 -8.573 0.08
H -20.937 17.995 -7.521 0.14
C -13.962 23.631 -4.664 -0.61
O -13.627 23.118 -3.417 -0.13
N -14.562 22.900 -5.578 0.18
N -13.683 24.826 -4.996 0.16
H -14.640 21.958 -5.222 0.05
H -14.890 23.225 -6.500 0.04
H -13.111 25.386 -4.330 0.16
H -13.689 25.086 -5.985 0.14
C -18.674 22.326 -0.617 -0.18
O -19.966 22.364 -1.112 -0.15
H -18.430 21.312 -0.342 0.08
H -18.516 23.035 0.198 0.10
H -18.107 22.678 -1.414 0.02
H -20.182 23.314 -1.295 0.07
C -16.146 24.661 -2.427 -0.15
O -15.598 23.565 -1.745 -0.12
H -17.226 24.684 -2.157 0.07
H -16.185 24.522 -3.517 0.04
H -15.688 25.615 -2.153 0.09
H -14.790 23.260 -2.099 -0.02
C -20.593 25.491 -3.224 -0.11
O -19.628 24.660 -2.557 -0.13
H -21.228 24.903 -3.875 0.05
H -20.108 26.308 -3.745 0.07
H -21.272 26.001 -2.553 0.08
H -19.145 24.157 -3.212 0.04
C -18.087 17.218 -5.659 -0.21
O -17.476 15.991 -5.613 -0.11
H -19.164 17.171 -5.378 0.08
H -18.035 17.541 -6.697 0.06
H -17.791 17.929 -4.900 0.05
H -17.668 15.443 -6.432 0.13
C -18.632 25.580 -8.440 -0.19
O -18.972 24.356 -7.982 -0.13
H -18.961 25.719 -9.488 0.08
H -17.560 25.835 -8.290 0.09
H -19.151 26.321 -7.916 0.06
H -19.690 24.337 -7.340 0.04
C -17.330 19.661 -8.597 -0.18
O -17.896 18.713 -9.436 -0.09
H -17.955 20.563 -8.561 0.05
H -16.322 19.880 -8.833 0.05
H -17.182 19.232 -7.589 0.07
H -17.789 19.059 -10.303 0.07
C -19.197 19.285 -2.820 -0.12
O -17.770 19.394 -2.807 -0.13
H -19.607 18.582 -2.103 0.10
H -19.530 18.976 -3.802 0.05
H -19.600 20.249 -2.532 0.06
H -17.424 18.527 -2.595 0.09
C -15.184 20.545 -1.117 -0.14
O -15.044 19.610 -0.066 -0.09
H -14.542 21.328 -0.953 0.05
H -16.191 20.869 -1.296 0.05
H -14.904 20.096 -2.067 0.07
H -14.174 19.572 0.259 0.05
C -15.187 19.655 -5.387 -0.16
O -14.116 20.314 -4.793 -0.14
H -15.951 19.569 -4.592 0.07
H -14.922 18.702 -5.762 0.07
H -15.593 20.245 -6.266 0.07
H -13.591 19.715 -4.202 0.13
C -17.178 26.242 -5.688 -0.16
O -15.928 26.701 -5.253 -0.12
H -17.025 25.287 -6.184 0.06
H -17.604 26.964 -6.384 0.07
H -17.891 26.144 -4.829 0.09
H -15.411 25.936 -5.010 0.00
```



Record 2
This record from OMol25 describes a single C4H4O2 molecule. The level of theory is ωB97M-V with the def2-TZVPD basis set.

Results
* strongest force on any atom: 0.014 Eh/bohr
* structure (SMILES): O=CC#CCO
* spin multiplicity: 1
* Kohn-Sham gap: 10.6 eV
* calculated total energy: -8304.929 eV
* E_HOMO: -0.3861 Ha

Geometry as XYZ:
```
10
Properties=species:S:1:pos:R:3:lowdin_charge:R:1
O -3.076 -0.568 0.366 0.06
C -2.472 0.267 -0.270 -0.28
C -1.017 0.270 -0.209 0.05
C 0.120 0.035 0.127 0.03
C 1.507 -0.306 0.470 -0.27
O 2.452 0.422 -0.274 -0.05
H -2.995 1.032 -0.874 0.12
H 1.684 -0.099 1.530 0.13
H 1.627 -1.391 0.327 0.13
H 2.169 0.339 -1.193 0.09
```